# C2H3NO4

2 unconnected molecules or ions with the total composition C2H3NO4 at a distorted geometry (ωB97M-V/def2-TZVPD, OMol25).

CARTESIAN COORDINATES (ANGSTROEM)
C: 1.5394 -2.8789 -0.1629
C: 0.5723 -0.2435 0.5517
N: 0.1242 -0.5662 -0.6683
O: 1.5004 -0.8218 1.0691
O: -0.8984 0.1075 -1.4105
O: 2.6151 -3.1814 -0.0803
O: -0.1522 0.7407 1.1153
H: 0.4297 -1.1519 -1.4016
H: -1.0528 0.8727 -0.8802
H: 0.2381 1.2002 1.9751

Values from the calculation:
frontier orbital gap: 10.05 eV
net charge: 0
HOMO: -9.7 eV
LUMO level: 0.343 eV